The following is a quantum chemistry calculation of C3H5FN2 in the gas phase at a distorted geometry, from the Open Molecules 2025 dataset.

Structure (ORCA input):
```
! RIJCOSX wB97M-V def2-TZVPD def2/J DEFGRID3
* xyz 0 1
C -0.613 -1.066 -0.681
C 0.705 0.895 0.208
C -0.322 0.183 0.980
N 0.308 -0.492 -1.509
N 0.841 0.537 -1.220
F 0.010 -0.698 1.888
H -0.308 -2.042 -0.385
H -1.652 -0.838 -1.216
H 0.570 2.090 0.203
H 1.782 0.779 0.466
H -1.320 0.654 1.267
*
```

## Properties
- LUMO (eV) = 0.9
- calculated total energy (Ha) = -326.542688
- HOMO energy (eV) = -8.79
- energy relative to the best compared isomer or geometry (same formula, charge and spin) (kJ/mol) = 334.4
- maximum force (eV Å⁻¹) = 5.09